DFT (ωB97M-V/def2-TZVPD) results for a 9-piece molecular cluster, C54H156N21O15P9 overall.

```
! RIJCOSX wB97M-V def2-TZVPD def2/J DEFGRID3
* xyz 0 1
C -14.95622 -9.37616 -9.31258
N -15.88272 -10.08612 -8.42151
C -16.87706 -10.95825 -9.07250
P -15.35200 -10.47634 -6.87369
O -14.38261 -11.59181 -6.90763
N -14.65143 -9.19706 -6.05479
C -14.97937 -7.76507 -6.08882
C -14.26980 -9.49846 -4.65246
N -16.81116 -10.79023 -6.11477
C -17.49166 -12.08500 -6.22244
C -17.55481 -9.75284 -5.41464
H -14.38668 -8.63143 -8.76339
H -15.53984 -8.94971 -10.12986
H -14.26193 -10.09583 -9.76195
H -16.91708 -11.99348 -8.73844
H -16.72141 -11.08921 -10.14233
H -17.84345 -10.52923 -8.80969
H -15.86862 -7.50725 -5.50392
H -14.16847 -7.20259 -5.63237
H -15.17140 -7.42576 -7.10947
H -15.04230 -9.95299 -4.03139
H -13.33780 -10.06464 -4.68897
H -13.94253 -8.56180 -4.20367
H -18.43216 -11.95717 -6.76540
H -16.89159 -12.76005 -6.82746
H -17.65970 -12.49273 -5.22483
H -16.96672 -9.46023 -4.54148
H -18.47346 -10.15957 -4.99072
H -17.81326 -8.89123 -6.03380
C -13.90986 -19.28265 -5.44572
N -14.97572 -18.32225 -5.77710
C -14.75723 -17.50527 -6.95982
P -16.50796 -18.47274 -5.07278
O -16.44607 -19.03720 -3.70930
N -17.07313 -16.90821 -5.11821
C -17.90991 -16.40917 -6.20511
C -16.46069 -15.95687 -4.19868
N -17.46634 -19.32703 -6.15863
C -16.93421 -20.36638 -7.06959
C -18.89005 -19.45021 -5.88713
H -14.28478 -20.09145 -4.82435
H -13.20954 -18.62887 -4.91603
H -13.40768 -19.71709 -6.31293
H -14.44922 -16.48557 -6.67680
H -15.64971 -17.33284 -7.55748
H -13.87686 -17.80431 -7.52918
H -17.63074 -15.37195 -6.40243
H -17.61223 -16.91204 -7.12590
H -18.96094 -16.55395 -5.95318
H -16.57891 -14.94156 -4.58520
H -17.09364 -15.89376 -3.30587
H -15.42550 -16.20422 -3.97432
H -17.69356 -20.61558 -7.80574
H -16.10026 -19.88244 -7.58140
H -16.54950 -21.24895 -6.55836
H -19.29011 -20.44826 -6.06023
H -19.45575 -18.82162 -6.59198
H -19.05948 -19.01855 -4.89833
C -12.77264 -10.77897 -14.29777
N -12.29560 -11.26881 -13.03533
C -12.06411 -10.27223 -11.98259
P -12.14474 -12.92751 -12.87820
O -11.64400 -13.62977 -14.08094
N -11.02374 -13.04185 -11.65366
C -11.28636 -13.59158 -10.33491
C -9.62489 -12.70466 -11.92124
N -13.55235 -13.53826 -12.32343
C -14.55254 -12.80887 -11.54564
C -14.01789 -14.83088 -12.78953
H -12.49661 -11.38019 -15.16830
H -12.36562 -9.77987 -14.47337
H -13.86651 -10.76650 -14.42359
H -11.16469 -9.72864 -12.26917
H -12.02759 -10.78640 -11.02552
H -12.89182 -9.56079 -11.92960
H -10.37657 -13.99882 -9.90008
H -11.79232 -12.82234 -9.73724
H -11.96462 -14.45240 -10.32083
H -8.94335 -13.23104 -11.25816
H -9.33968 -13.10776 -12.90045
H -9.44256 -11.63894 -12.03690
H -15.13283 -13.51637 -10.95454
H -13.97890 -12.22891 -10.81883
H -15.20168 -12.19926 -12.17674
H -14.76319 -14.76384 -13.59394
H -14.54313 -15.34536 -11.98090
H -13.25896 -15.47828 -13.22286
C -11.36532 -7.34115 -8.16418
N -10.53806 -7.65779 -9.33627
C -11.05455 -7.25176 -10.62978
P -8.88150 -7.94543 -9.08885
O -8.09692 -6.83312 -8.47602
N -8.70215 -9.24721 -8.05490
C -9.60820 -10.39329 -8.13063
C -7.50163 -9.31720 -7.21286
N -8.26903 -8.49481 -10.58884
C -7.88431 -7.59890 -11.67030
C -7.82465 -9.86989 -10.76842
H -11.08085 -7.91829 -7.28759
H -12.42041 -7.42546 -8.40943
H -11.15130 -6.31036 -7.85584
H -10.64347 -7.97477 -11.34358
H -10.58982 -6.34415 -11.02868
H -12.13486 -7.34239 -10.69678
H -9.06751 -11.28882 -7.82577
H -10.45059 -10.19112 -7.46166
H -10.00790 -10.49198 -9.13946
H -7.70291 -9.14982 -6.15324
H -6.99515 -10.27568 -7.33553
H -6.85224 -8.50943 -7.53944
H -8.32454 -7.92311 -12.61437
H -8.32073 -6.60160 -11.54149
H -6.82151 -7.35189 -11.69935
H -8.65320 -10.55174 -10.60780
H -7.03952 -10.22971 -10.09061
H -7.35221 -10.04993 -11.73403
C -16.94821 -7.34986 -2.58328
N -17.00300 -5.89899 -2.33679
C -18.29291 -5.42892 -1.85495
P -15.67070 -4.96544 -2.78119
O -14.63576 -5.67446 -3.57044
N -16.43862 -3.87186 -3.81030
C -17.00302 -4.42256 -5.02396
C -15.88004 -2.53642 -4.05476
N -15.13084 -4.12654 -1.45526
C -15.93344 -3.17410 -0.71871
C -13.67290 -3.98366 -1.29800
H -16.16565 -7.64832 -3.27670
H -17.86837 -7.79903 -2.96444
H -16.77933 -7.79023 -1.59516
H -18.23596 -5.06706 -0.81757
H -19.06983 -6.18315 -1.90461
H -18.57599 -4.46383 -2.28944
H -17.57825 -5.33313 -4.81786
H -17.86192 -3.81376 -5.31657
H -16.34407 -4.65784 -5.85883
H -15.10812 -2.58539 -4.83312
H -16.67016 -1.87132 -4.39873
H -15.32809 -2.17150 -3.18865
H -16.11860 -3.47660 0.31181
H -15.47696 -2.17665 -0.68747
H -16.85837 -2.89704 -1.23064
H -13.19344 -4.61531 -2.04403
H -13.35023 -4.32334 -0.31227
H -13.41647 -2.93189 -1.44402
C -13.68815 -8.81999 -0.89370
N -12.73929 -9.69287 -0.20989
C -12.91978 -11.08912 -0.68376
P -11.15490 -9.23192 0.14534
O -10.32324 -9.27509 -1.08001
N -11.26512 -7.73419 0.88461
C -10.16313 -6.80407 0.90414
C -12.44969 -7.22203 1.55204
N -10.64945 -10.26716 1.39825
C -11.59451 -10.95194 2.30327
C -9.38657 -9.93586 2.03732
H -13.74012 -7.79365 -0.53940
H -14.70109 -9.20756 -0.76033
H -13.44821 -8.90263 -1.95868
H -12.09846 -11.40624 -1.33095
H -13.82486 -11.15956 -1.28298
H -12.96390 -11.77782 0.15855
H -9.18848 -7.21943 0.63009
H -10.30207 -6.04724 0.12521
H -9.92501 -6.32755 1.85844
H -12.21930 -6.58428 2.40814
H -13.00996 -6.58559 0.85802
H -13.08024 -8.01698 1.95031
H -11.58046 -12.00157 1.99682
H -11.31826 -10.87310 3.35142
H -12.59091 -10.56009 2.09661
H -9.46301 -8.97517 2.56233
H -8.50662 -9.94626 1.39340
H -9.14625 -10.66956 2.80904
C -20.98300 -3.87156 -12.36713
N -20.34950 -3.64507 -11.05884
C -20.78831 -2.41198 -10.38382
P -19.76636 -4.87635 -10.14305
O -20.63386 -5.48943 -9.14977
N -19.07972 -6.08609 -11.13688
C -18.18489 -5.57285 -12.17860
C -18.61546 -7.29856 -10.50563
N -18.45927 -4.09036 -9.35246
C -17.96523 -4.61487 -8.08473
C -17.52238 -3.18154 -9.97450
H -20.76086 -3.03040 -13.02534
H -22.06470 -3.93818 -12.23511
H -20.63046 -4.76958 -12.86694
H -21.65972 -2.60419 -9.76243
H -20.95497 -1.58810 -11.07870
H -19.97041 -1.99323 -9.79608
H -17.21957 -5.23272 -11.79722
H -18.04368 -6.31496 -12.96803
H -18.62206 -4.74174 -12.73079
H -18.56542 -8.13740 -11.20067
H -17.57734 -7.19094 -10.14692
H -19.12933 -7.53239 -9.57538
H -16.87928 -4.55198 -8.00821
H -18.35258 -4.01850 -7.25774
H -18.26638 -5.65235 -7.93372
H -16.48459 -3.53051 -9.88493
H -17.50984 -2.17432 -9.54453
H -17.61316 -3.13759 -11.06029
C -10.60654 -7.95753 -4.49772
C -10.78146 -7.01603 -3.33848
O -10.61307 -5.66034 -3.85110
P -9.57400 -4.68548 -3.13747
O -9.37627 -4.90545 -1.69802
O -8.28364 -4.82827 -4.11467
C -8.43947 -5.00511 -5.53926
C -8.30884 -3.66353 -6.20983
O -10.08485 -3.21789 -3.55283
C -10.11348 -2.13397 -2.57694
C -11.07679 -1.12924 -3.19496
H -11.20606 -7.62147 -5.34656
H -9.61602 -7.81460 -4.94515
H -10.70265 -8.99971 -4.20269
H -11.73568 -7.06893 -2.81264
H -10.04978 -7.24100 -2.56124
H -7.70026 -5.73839 -5.86298
H -9.36570 -5.51239 -5.81694
H -9.01310 -2.88980 -5.90365
H -7.37334 -3.18774 -5.90111
H -8.35312 -3.83088 -7.28718
H -10.57616 -2.57955 -1.69338
H -9.14004 -1.76734 -2.25419
H -10.94871 -0.24788 -2.55809
H -10.96526 -0.86271 -4.24423
H -12.08781 -1.53577 -3.15845
C -8.30657 -16.44159 -1.79673
C -9.38312 -16.07838 -2.84834
O -10.67592 -16.55311 -2.57014
P -11.86405 -15.51620 -2.33222
O -11.49930 -14.28217 -1.59661
O -12.32700 -15.24397 -3.84014
C -11.95643 -14.04701 -4.53245
C -12.93968 -12.91785 -4.31551
O -13.06235 -16.36742 -1.75181
C -13.47150 -16.29934 -0.38198
C -14.38401 -15.08201 -0.14063
H -8.29870 -17.52669 -1.67074
H -7.32397 -16.11441 -2.12617
H -8.57245 -16.04122 -0.81934
H -9.29153 -14.99291 -2.96040
H -9.00481 -16.36808 -3.83204
H -10.90497 -13.76156 -4.44191
H -11.98543 -14.37446 -5.57582
H -13.95385 -13.32233 -4.38069
H -12.87946 -12.37304 -3.37567
H -12.91045 -12.24144 -5.17062
H -14.08050 -17.18069 -0.18185
H -12.59571 -16.40002 0.25865
H -14.95833 -14.89137 -1.04535
H -15.05685 -15.32245 0.68204
H -13.80502 -14.19536 0.11308
*
```

Its orbital gap is 8.1 eV. As for the relative energy (zero: lowest compared OMol25 entry of this formula, charge and spin): 0.0 kcal/mol. As for the SMILES: CN(C)P(=O)(N(C)C)N(C)C.CN(C)P(=O)(N(C)C)N(C)C.CN(C)P(=O)(N(C)C)N(C)C.CN(C)P(=O)(N(C)C)N(C)C.CN(C)P(=O)(N(C)C)N(C)C.CN(C)P(=O)(N(C)C)N(C)C.CN(C)P(=O)(N(C)C)N(C)C.CCOP(=O)(OCC)OCC.CCOP(=O)(OCC)OCC. Its HOMO energy is -7.9 eV.

Mulliken population analysis, charges in e, atoms 1 to 6: -0.86, 0.83, -1.12, -0.27, -0.85, 1.28